The following is a quantum chemistry calculation of a 8-piece molecular cluster, C11H40BClN14O8P overall, from the OMol25 dataset.

Results
- Total charge: -1
- Lowest unoccupied orbital energy: 1.9 eV
- Energy: -2638.276136 Eh
- Kohn-Sham gap: 0.1636 hartree

The geometry in XYZ format:
```
76
Properties=species:S:1:pos:R:3:forces:R:3
C -0.381 0.951 -1.844 -0.3 1.5 0.5
C -1.650 0.251 -1.078 0.5 -1.3 -0.8
Cl -1.877 1.226 0.526 -0.1 0.2 -0.6
C -1.416 -1.305 -0.620 -1.9 0.7 1.1
B -0.642 -2.249 -1.723 -0.2 1.4 0.5
P 1.237 -2.486 -1.400 0.8 -1.5 -0.3
C 1.654 -2.401 0.478 1.0 1.5 0.8
O 2.061 -1.130 -2.117 0.2 0.6 -0.6
H -0.099 0.477 -2.878 -0.6 0.6 2.4
H -0.679 2.083 -2.067 0.5 -2.2 0.4
H 0.546 1.028 -1.098 -2.0 -0.6 -1.8
H -2.682 0.379 -1.654 2.4 -0.2 1.2
H -0.921 -1.300 0.442 -0.9 0.1 -1.9
H -2.499 -1.785 -0.476 2.0 1.2 0.0
H -1.146 -3.306 -1.899 0.4 0.0 0.1
H -0.730 -1.678 -2.773 0.3 0.2 -0.8
H 0.863 -2.964 1.137 1.4 1.0 -1.4
H 2.745 -2.846 0.669 -2.4 0.8 -0.4
H 1.716 -1.273 0.850 -0.3 -2.6 -0.8
H 1.958 -1.104 -3.113 -0.1 -0.7 1.9
C 2.635 1.019 2.835 -0.7 -0.5 -0.6
O 2.226 0.061 2.198 0.3 0.4 0.4
N 1.836 2.030 3.223 -1.0 0.7 0.2
N 3.922 1.150 3.206 1.8 -0.3 0.3
H 2.155 2.827 3.747 -0.2 -0.2 -0.1
H 0.860 1.970 2.963 0.3 0.1 0.1
H 4.557 0.410 2.935 -0.3 0.3 0.1
H 4.277 1.931 3.731 -0.1 -0.2 -0.1
C -1.201 2.008 5.527 0.4 -0.4 -1.3
O -0.859 3.034 4.960 0.1 0.6 0.0
N -1.547 0.891 4.862 0.0 -0.3 -0.6
N -1.261 1.902 6.866 0.0 0.5 1.8
H -1.831 0.036 5.310 -0.2 0.1 -0.1
H -1.515 0.928 3.851 -0.1 -0.1 0.2
H -1.008 2.720 7.405 -0.1 -0.3 -0.2
H -1.539 1.065 7.351 0.1 0.0 -0.1
C 4.445 -0.526 -4.700 -0.1 -0.1 0.6
O 3.743 -1.506 -4.892 0.1 -0.3 0.2
N 5.243 -0.005 -5.650 0.8 0.1 -1.5
N 4.483 0.122 -3.522 -0.1 0.3 0.9
H 5.828 0.801 -5.511 -0.2 -0.2 0.0
H 5.244 -0.463 -6.552 0.0 0.2 0.3
H 3.897 -0.237 -2.780 -0.2 -0.1 0.2
H 5.055 0.931 -3.345 -0.1 -0.2 -0.1
C -0.857 5.934 0.563 0.1 0.1 -0.6
O -0.516 6.960 -0.004 0.1 0.4 -0.1
N -1.203 4.817 -0.103 -0.2 -0.6 -0.9
N -0.917 5.827 1.902 0.1 0.4 1.6
H -1.487 3.962 0.346 0.0 -0.1 -0.1
H -1.172 4.854 -1.113 0.0 -0.1 0.4
H -0.665 6.646 2.441 -0.1 -0.4 -0.2
H -1.196 4.991 2.387 0.1 0.1 0.0
C -4.949 0.624 6.304 0.4 -0.3 -0.4
O -4.373 -0.314 5.776 0.1 -0.2 0.1
N -6.258 0.594 6.610 -1.5 -0.5 0.2
N -4.326 1.772 6.625 0.8 0.9 0.2
H -6.751 1.356 7.044 0.1 -0.1 -0.1
H -6.765 -0.252 6.385 0.2 0.4 0.1
H -3.340 1.837 6.411 -0.5 0.2 0.1
H -4.784 2.556 7.059 0.1 -0.2 -0.1
C 2.309 -0.882 -8.373 0.3 -0.5 0.6
O 2.936 -1.620 -9.116 0.2 -0.1 -0.4
N 1.469 0.065 -8.828 -0.9 1.1 -1.2
N 2.401 -0.950 -7.033 0.2 -0.3 -0.1
H 0.944 0.682 -8.232 0.1 -0.2 -0.1
H 1.370 0.150 -9.831 0.0 0.0 0.4
H 3.022 -1.650 -6.649 -0.3 0.3 0.3
H 1.892 -0.351 -6.405 0.1 -0.2 0.0
C -1.947 -5.912 -0.993 0.0 1.6 -0.1
O -2.267 -4.740 -1.111 -0.7 -1.2 0.5
N -0.671 -6.304 -0.822 1.4 -0.1 0.3
N -2.840 -6.917 -1.023 -1.6 -1.3 -0.1
H -0.388 -7.264 -0.724 -0.1 0.2 -0.1
H 0.033 -5.579 -0.794 -0.1 -0.1 -0.1
H -3.812 -6.666 -1.150 0.4 -0.1 0.1
H -2.596 -7.889 -0.928 0.0 0.2 0.0
```
Forces are in eV/Å.

These are the Löwdin partial charges, in e, on atoms 1 to 6:
1. C -0.175
2. C -0.633
3. Cl 0.416
4. C -0.296
5. B -0.732
6. P 0.803



The following is a quantum chemistry calculation of a 11-piece molecular cluster, C11H40N20O13 overall, from the OMol25 dataset.

Results
- Total charge: -2
- Lowest unoccupied orbital energy: 3.9 eV
- Relative energy (zero: lowest compared OMol25 entry of this formula, charge and spin): 0.122 eV
- Energy: -2517.030757 Eh
- Kohn-Sham gap: 0.3193 hartree

The geometry in XYZ format:
```
84
Properties=species:S:1:pos:R:3:forces:R:3
C -9.295 18.630 -11.383 -1.2 -1.9 0.1
O -8.260 18.314 -12.106 0.1 0.4 0.4
O -9.373 18.297 -10.147 0.6 0.4 -0.2
O -10.368 19.074 -11.971 0.5 0.5 -0.3
C -9.506 19.055 -15.678 -1.2 -1.5 -0.6
O -9.503 19.021 -16.914 0.2 0.8 0.6
N -8.402 18.760 -14.939 0.4 0.4 -1.3
N -10.662 19.173 -14.945 1.2 0.1 0.4
H -8.346 18.547 -13.948 -0.2 0.5 0.3
H -7.599 18.792 -15.547 0.3 -0.2 0.5
H -10.510 19.105 -13.941 -0.7 0.2 0.2
H -11.524 19.426 -15.382 -0.1 -0.1 0.0
C -9.229 14.814 -12.031 0.7 -1.5 0.1
O -9.666 13.667 -11.939 -0.1 0.6 0.1
N -8.092 15.247 -11.398 -0.2 0.7 -0.3
N -9.722 15.769 -12.855 -0.2 -0.2 0.3
H -7.986 16.250 -11.474 0.5 0.0 0.6
H -7.549 14.709 -10.756 -0.4 -0.3 0.2
H -9.192 16.631 -12.885 -0.7 0.2 -0.4
H -10.608 15.572 -13.282 0.1 0.4 -0.2
C -6.205 21.305 -12.407 -0.9 1.4 -0.7
O -5.473 22.285 -12.551 0.4 -1.0 0.2
N -5.921 20.018 -12.087 0.1 0.4 -0.2
N -7.561 21.415 -12.631 0.2 -0.1 0.1
H -5.013 19.722 -11.793 -0.1 0.0 0.2
H -6.780 19.481 -12.016 0.7 -1.0 0.3
H -8.163 20.677 -12.317 -0.3 0.1 -0.2
H -7.973 22.242 -13.012 0.2 0.2 0.2
C -8.928 15.655 -7.378 -0.7 -1.2 0.7
O -8.784 14.706 -6.600 0.1 0.5 -0.3
N -8.382 16.893 -7.148 0.0 -0.5 0.0
N -9.719 15.580 -8.488 0.9 1.1 0.2
H -7.550 16.895 -6.583 0.0 0.1 -0.1
H -8.446 17.560 -7.893 0.1 0.2 0.0
H -10.402 14.861 -8.606 0.1 -0.2 -0.1
H -9.615 16.368 -9.115 -0.7 -0.2 -0.4
C -6.347 18.943 -8.369 1.5 1.3 2.3
O -5.565 19.155 -7.424 -0.2 -0.2 -1.1
N -7.506 19.637 -8.495 -0.6 -0.6 -0.6
N -6.117 18.036 -9.335 -1.1 -0.8 -1.2
H -7.684 20.479 -7.987 0.2 -0.2 0.5
H -8.274 19.143 -8.939 -0.2 0.7 -0.7
H -5.261 17.544 -9.483 0.2 0.0 0.6
H -6.900 17.827 -9.947 0.3 0.2 -0.2
C -14.466 19.924 -14.583 0.5 -0.3 0.5
O -14.623 18.717 -14.697 0.1 0.0 -0.1
N -13.593 20.492 -13.701 -0.1 0.2 -0.2
N -15.145 20.820 -15.366 0.1 -0.3 0.5
H -13.020 19.960 -13.067 -0.3 -0.3 0.0
H -13.539 21.489 -13.609 0.1 0.1 0.1
H -14.997 21.794 -15.193 -0.1 0.2 -0.5
H -15.501 20.433 -16.219 -0.2 0.4 -0.1
C -5.609 15.774 -14.049 -0.2 -0.1 -0.9
O -5.137 15.502 -15.155 -0.2 -0.1 0.6
N -6.819 16.380 -13.885 -0.1 0.4 -0.5
N -4.973 15.414 -12.901 0.9 -0.1 0.0
H -7.278 16.577 -14.761 0.1 0.1 0.0
H -6.934 17.121 -13.206 0.0 -0.2 0.3
H -4.252 14.736 -13.088 0.1 0.1 0.4
H -5.404 15.449 -11.999 -0.3 -0.2 -0.1
C -10.417 22.805 -12.219 0.2 0.5 0.8
O -10.322 24.012 -12.005 -0.3 -0.4 -0.4
N -10.327 21.860 -11.239 -0.3 -0.1 0.5
N -10.574 22.239 -13.446 -0.2 0.1 -0.1
H -10.428 20.877 -11.471 0.0 -0.3 -0.1
H -10.599 22.098 -10.302 0.4 0.4 0.0
H -10.518 22.812 -14.266 0.0 -0.1 -0.1
H -10.710 21.242 -13.491 0.2 0.1 -0.5
C -14.541 21.508 -10.177 0.2 -0.7 -0.5
O -15.012 22.608 -9.914 -0.1 -0.4 0.0
N -15.230 20.330 -10.245 -0.1 0.5 0.3
N -13.227 21.348 -10.570 0.4 0.8 0.0
H -14.776 19.459 -10.496 -0.3 -0.1 0.1
H -16.169 20.295 -9.895 0.0 0.0 0.0
H -12.704 22.207 -10.617 -0.1 -0.1 0.1
H -12.680 20.507 -10.448 -0.4 -0.2 0.0
C -13.508 17.624 -11.214 0.5 -0.1 1.8
O -14.680 17.517 -10.828 0.5 0.1 -0.8
N -12.513 18.032 -10.344 0.0 0.1 -1.0
N -13.019 17.349 -12.458 -0.9 0.1 0.5
H -12.620 18.012 -9.348 -0.2 -0.1 0.0
H -11.603 18.256 -10.755 0.0 0.0 0.5
H -12.026 17.489 -12.557 0.0 0.2 -0.5
H -13.685 17.497 -13.204 0.3 -0.1 -0.4
```
Forces are in eV/Å.

These are the Löwdin partial charges, in e, on atoms 1 to 6:
1. C -0.825
2. O -0.191
3. O -0.102
4. O -0.162
5. C -0.669
6. O -0.024



The following is a quantum chemistry calculation of C11H40O19Sr2 as an isolated structure, from the OMol25 dataset.

Results
- Lowest unoccupied orbital energy: -0.9 eV
- Energy: -1934.416114 Eh
- Kohn-Sham gap: 0.3065 hartree

The geometry in XYZ format:
```
72
Properties=species:S:1:pos:R:3:forces:R:3
Sr -0.509 13.192 -2.996 -1.7 -0.5 0.3
Sr -3.700 10.640 -3.318 0.0 0.3 -0.1
C -0.180 8.939 -0.487 1.5 1.4 0.8
C -0.710 9.974 -1.501 3.8 -2.5 1.8
O -0.049 10.853 -2.061 1.6 2.7 -0.2
O -1.762 9.583 -1.854 -7.6 -0.9 -2.7
H -0.948 8.449 0.111 -0.2 0.4 -0.1
H 0.500 9.490 0.164 0.4 -0.6 0.3
H 0.337 8.132 -1.005 0.3 0.3 -0.2
C -3.874 14.019 0.161 -0.2 0.1 -0.2
C -2.888 13.704 -0.949 0.2 1.5 -1.3
O -3.095 12.770 -1.786 0.1 -0.7 0.5
O -1.947 14.522 -1.129 0.9 -0.5 0.1
H -4.852 13.669 -0.166 0.0 -0.6 0.6
H -4.038 15.082 0.339 0.5 0.2 -0.6
H -3.494 13.703 1.132 -0.4 -0.7 -0.1
C -6.971 12.430 -6.026 1.5 -0.6 0.0
C -5.862 11.798 -5.142 -3.7 2.6 -2.1
O -5.252 12.530 -4.420 3.3 5.0 3.3
O -5.723 10.630 -5.009 0.3 -7.7 -0.9
H -6.750 13.497 -5.988 -0.7 0.0 0.0
H -7.916 12.092 -5.601 -0.1 0.4 -0.1
H -6.872 12.075 -7.051 -0.2 -0.1 0.0
C -2.362 12.567 -6.998 -1.2 -1.0 -1.5
C -1.961 12.727 -5.591 0.5 2.1 1.2
O -1.747 13.900 -5.183 0.5 0.5 0.1
O -1.776 11.784 -4.774 -0.2 -1.6 0.1
H -2.899 11.631 -7.148 0.3 -0.3 0.0
H -1.544 12.615 -7.717 0.4 -0.2 0.4
H -3.059 13.305 -7.396 0.1 0.4 0.7
C -3.190 5.444 -1.655 -0.9 -2.1 -0.1
O -4.287 5.540 -2.597 0.9 1.5 -0.6
H -2.452 6.235 -1.524 -1.0 0.8 -0.4
H -3.681 5.163 -0.723 0.7 0.3 0.4
H -2.586 4.606 -2.004 0.1 -0.3 0.3
H -5.012 4.966 -2.336 0.2 0.1 0.2
C -0.082 8.387 -5.157 0.2 -0.7 0.8
O 1.331 8.132 -4.966 -1.0 -0.5 -0.5
H -0.445 8.998 -4.331 -0.2 0.7 -0.6
H -0.390 8.613 -6.178 0.6 1.2 -0.1
H -0.701 7.496 -5.058 0.8 -0.8 0.6
H 1.778 8.935 -4.686 -0.3 0.1 0.0
C -8.013 9.063 -7.249 0.3 -0.3 0.4
O -6.644 9.326 -7.487 0.0 0.1 -0.5
H -8.536 9.832 -6.679 0.1 0.4 -0.2
H -8.494 8.928 -8.218 0.0 -0.1 0.2
H -8.079 8.180 -6.614 -0.4 -0.3 -0.3
H -6.225 9.521 -6.646 0.1 0.4 0.6
O -6.524 7.700 -0.362 -0.5 0.0 -0.2
H -6.641 6.944 0.214 -0.1 -0.2 0.1
H -5.625 7.987 -0.202 0.8 0.3 0.2
O -5.411 10.903 -1.435 0.1 -0.4 0.1
H -6.305 11.197 -1.609 -0.4 0.3 0.0
H -5.005 11.634 -0.969 0.2 0.5 0.2
O -4.942 8.531 -2.626 0.2 0.2 -0.4
H -5.799 8.543 -2.199 -0.4 0.0 0.5
H -4.895 7.671 -3.044 0.2 -0.6 0.2
O -3.747 8.545 0.139 -0.4 -0.4 0.5
H -3.668 9.265 0.765 0.0 0.2 0.2
H -3.032 8.687 -0.482 0.4 0.2 -0.7
O -6.916 7.052 -4.445 -0.1 -0.2 0.2
H -6.204 7.690 -4.395 0.1 0.5 -0.1
H -6.859 6.699 -5.333 0.0 -0.1 -0.3
O -3.281 8.418 -4.793 0.0 0.2 -0.1
H -3.116 7.482 -4.685 0.1 -0.3 0.2
H -3.153 8.578 -5.728 0.0 0.1 -0.4
O -7.000 13.418 -2.081 -0.3 -0.2 0.5
H -6.774 14.321 -1.856 0.0 0.2 0.0
H -6.437 13.209 -2.827 0.5 -0.1 -0.8
O -4.197 15.989 -4.452 -0.1 0.5 0.2
H -4.649 15.678 -5.237 -0.1 -0.2 -0.1
H -3.705 15.229 -4.141 0.2 -0.3 0.0
```
Forces are in eV/Å.

These are the Löwdin partial charges, in e, on atoms 1 to 6:
1. Sr 1.701
2. Sr 1.574
3. C 0.008
4. C -0.803
5. O -0.144
6. O -0.074



The following is a quantum chemistry calculation of a 10-piece molecular cluster, C11H42N10O10 overall, from the OMol25 dataset.

Results
- Lowest unoccupied orbital energy: 0.0 eV
- Relative energy (zero: lowest compared OMol25 entry of this formula, charge and spin): 9.084 eV
- Energy: -1744.183066 Eh
- Kohn-Sham gap: 0.3144 hartree

The geometry in XYZ format:
```
73
Properties=species:S:1:pos:R:3:forces:R:3
C -2.133 -0.582 -3.149 1.1 0.1 0.8
C -1.635 0.859 -3.406 -0.7 -0.8 2.4
O -1.523 1.039 -4.769 0.8 0.9 -1.5
H -3.048 -0.885 -3.640 -0.1 0.1 -0.7
H -2.347 -0.769 -2.077 0.5 0.3 -0.4
H -1.262 -1.231 -3.394 -1.1 0.1 0.0
H -0.652 0.911 -2.863 -0.8 0.4 -0.6
H -2.327 1.626 -2.961 0.6 -0.6 -0.2
H -1.010 1.855 -4.909 -0.4 -0.5 -0.1
C 0.874 -2.623 -1.702 -9.4 -0.9 -2.3
O -0.511 -2.719 -1.699 7.2 0.1 -0.2
N 1.550 -2.319 -0.669 1.9 0.0 5.0
N 1.629 -2.631 -2.804 -1.0 -1.3 -3.3
H 1.077 -2.236 0.242 0.0 -0.2 -0.2
H 2.561 -2.466 -0.644 -0.2 -0.2 0.5
H 1.268 -3.159 -3.619 0.0 0.8 0.9
H 2.571 -2.860 -2.646 1.4 -0.2 0.1
C -4.281 -0.043 0.497 4.2 4.7 4.1
O -3.781 0.689 1.546 -2.8 -3.2 -3.8
N -4.601 -1.294 0.583 -0.7 -4.0 3.3
N -4.238 0.489 -0.693 0.0 2.6 -0.6
H -4.482 -1.685 1.552 -0.2 0.5 -1.7
H -4.597 -1.973 -0.163 -0.1 0.5 -0.1
H -4.023 1.482 -0.762 -0.2 -0.7 -0.1
H -4.297 0.050 -1.562 -0.4 -1.2 -1.0
C 3.334 -0.789 3.038 6.5 1.9 2.5
O 4.562 -0.548 3.557 -5.6 -1.0 -2.1
N 2.627 0.158 2.434 1.3 4.1 -0.2
N 2.719 -1.950 3.137 -0.1 -3.4 0.8
H 2.997 1.166 2.410 -0.5 -2.7 0.2
H 1.779 0.013 1.952 -1.0 -0.4 -0.4
H 3.224 -2.711 3.648 -0.6 1.3 -1.0
H 1.959 -2.212 2.489 0.5 0.4 0.7
C 1.084 3.183 -0.611 -4.3 -0.9 -4.5
O 0.198 2.848 -1.582 4.1 1.8 4.5
N 1.078 4.298 0.114 -3.2 1.4 -2.2
N 2.056 2.379 -0.246 3.0 -3.5 -0.6
H 0.268 4.920 -0.007 1.0 -0.4 0.4
H 1.704 4.352 0.840 1.1 0.7 1.9
H 2.255 1.437 -0.766 -0.8 2.1 1.2
H 2.824 2.649 0.375 -0.7 0.1 -0.4
C 3.890 -0.176 -0.759 4.3 -4.9 4.4
O 4.255 -1.164 0.145 -2.2 4.7 -4.8
N 4.721 0.700 -1.244 5.3 2.0 0.1
N 2.731 -0.042 -1.302 -4.3 -1.5 -1.0
H 5.729 0.615 -1.013 -1.3 0.0 0.1
H 4.516 1.520 -1.806 -0.4 -0.6 0.2
H 2.246 -0.946 -1.077 -1.0 1.6 -0.7
H 2.609 0.435 -2.202 0.2 -0.8 0.4
C 0.140 -3.772 2.402 1.8 0.2 -1.7
O 0.298 -2.497 1.878 0.0 2.7 -0.9
H 0.745 -3.828 3.289 0.2 -0.8 0.5
H 0.532 -4.305 1.518 -0.1 -1.0 1.0
H -0.865 -3.975 2.548 -1.9 -0.7 0.6
H -0.164 -1.799 2.385 -0.1 -0.8 0.1
C -0.497 0.144 -0.138 0.4 0.0 -1.0
O 0.345 0.517 0.927 -0.5 0.4 0.7
H 0.202 0.067 -0.974 -0.7 -0.5 -0.5
H -1.266 0.862 -0.448 0.1 0.0 0.6
H -0.923 -0.800 0.119 -0.4 -0.7 -0.2
H 0.915 1.171 0.529 0.4 0.5 0.4
C -3.000 3.371 -0.250 -0.6 0.1 0.4
O -3.882 3.057 -1.353 0.4 -0.6 1.2
H -2.006 2.972 -0.454 -0.1 -0.3 0.2
H -3.489 2.992 0.678 0.7 -0.2 -0.7
H -2.885 4.432 -0.092 -0.1 0.6 -0.3
H -3.993 3.766 -1.949 0.0 1.2 -0.8
C -1.135 -0.069 3.421 -0.7 1.0 -1.2
O -1.295 -1.436 3.819 -1.1 0.8 -1.4
H -1.530 0.108 2.401 -0.2 -0.4 0.8
H -0.102 0.194 3.348 0.9 0.0 0.1
H -1.582 0.681 4.078 -0.4 -0.4 0.2
H -0.698 -1.480 4.524 1.2 -0.7 1.9
```
Forces are in eV/Å.

These are the Löwdin partial charges, in e, on atoms 1 to 6:
1. C -0.091
2. C -0.353
3. O -0.071
4. H 0.067
5. H 0.045
6. H 0.065